#A
Computed, not measured: a molecular structure, CH2N2O3, with ωB97M-V with the def2-TZVPD basis set.

The orbital gap (alpha / beta) is 8.90 / 8.90 eV. The value obtained for the lowest unoccupied orbital energy (alpha / beta) is -1.09 / -1.09 eV.

Positions of all 8 atoms, in Å:
C -0.600 0.398 0.012
N -0.567 -1.273 0.910
N 0.653 0.468 -0.506
O 0.479 -1.662 1.171
O 1.550 0.959 0.148
O 0.851 -0.097 -1.575
H -1.108 1.069 0.717
H -1.258 0.139 -0.877

These are the Löwdin partial charges, in e, on atoms 1 to 5: -0.0391, 0.0993, -0.5137, 0.0891, 0.0707

***

#B
Computed, not measured: CH2N2O3 in the gas phase, with ωB97M-V with the def2-TZVPD basis set.

The orbital gap is 10.38 eV. Its SMILES is O=[N+]([O-])N1CO1. The value obtained for the lowest unoccupied orbital energy is 0.02 eV.

Positions of all 8 atoms, in Å:
O -2.170 0.554 0.506
N -1.373 -0.252 0.108
O -1.323 -1.459 0.081
N -0.169 0.327 -0.479
C 1.194 0.078 -0.141
O 0.568 1.306 0.118
H 1.254 -0.719 0.670
H 2.018 0.164 -0.861

These are the Löwdin partial charges, in e, on atoms 1 to 5: 0.1266, -0.3829, 0.0960, -0.0365, -0.0922

***

Most stable structure - #A; separation to the second - 12.1 kcal/mol.

***

#A
Computed, not measured: a gas-phase ion, C2H8N4 (charge +2), with ωB97M-V with the def2-TZVPD basis set.

The orbital gap is 9.67 eV. Its SMILES is N/C=[NH+]/NC=[NH2+]. As for the net charge: +2. The value obtained for the lowest unoccupied orbital energy is -9.28 eV.

Positions of all 14 atoms, in Å:
N -2.857 0.644 -0.294
C -1.704 0.235 -0.680
N -0.682 0.058 0.180
N 0.495 -0.635 0.048
C 2.043 0.218 0.152
N 2.884 -0.556 0.669
H -3.629 0.723 -0.980
H -3.256 0.897 0.647
H -1.754 -0.298 -1.626
H -0.879 0.296 1.098
H 0.647 -1.045 -0.893
H 2.226 1.284 0.051
H 3.873 -0.253 0.971
H 2.593 -1.566 0.657

These are the Löwdin partial charges, in e, on atoms 1 to 5: 0.2198, -0.0676, 0.0177, 0.0792, 0.1091

***

#B
Computed, not measured: 2 unconnected molecules or ions with the total composition C2H8N4, with ωB97M-V with the def2-TZVPD basis set.

The orbital gap is 10.46 eV. As for the net charge: +2. The value obtained for the lowest unoccupied orbital energy is -8.95 eV.

Positions of all 14 atoms, in Å:
C -0.711 0.064 0.398
C -0.161 -0.500 1.621
N -0.787 -1.205 0.627
N -0.964 0.969 -0.492
N 1.952 -0.801 0.961
N -1.686 0.728 -1.676
H -0.340 -0.339 2.687
H -0.649 1.954 -0.370
H 2.099 -0.465 -0.009
H 1.613 -1.783 1.034
H 2.697 -0.662 1.546
H -1.188 1.114 -2.619
H -2.532 1.241 -1.714
H -1.788 -0.264 -1.838

These are the Löwdin partial charges, in e, on atoms 1 to 5: -0.2684, 0.1463, 0.2343, 0.1129, 0.1748

***

Most stable structure - #A; separation to the second - 53.9 kcal/mol.

***

#A
Computed, not measured: a gas-phase ion, C2H8N4 (charge +2), with ωB97M-V with the def2-TZVPD basis set.

The orbital gap is 7.31 eV. Its SMILES is [H]/N=[NH+]/C(N)=C/[NH3+]. As for the net charge: +2. The value obtained for the lowest unoccupied orbital energy is -11.19 eV.

Positions of all 14 atoms, in Å:
H -0.201 -0.637 -3.481
N 0.136 -0.132 -2.643
N -0.163 -0.438 -1.467
C 0.082 0.258 -0.265
N 0.791 1.459 -0.847
C -0.365 -0.547 0.920
N -0.296 -0.256 2.346
H -0.982 -1.183 -1.284
H 0.834 1.501 -1.847
H 1.349 2.137 -0.227
H -0.693 -1.570 0.627
H 0.165 -1.052 2.855
H -1.143 -0.025 2.877
H 0.485 0.485 2.436

These are the Löwdin partial charges, in e, on atoms 1 to 5: 0.1811, 0.2987, 0.0003, -0.1194, 0.1503

***

#B
Computed, not measured: a gas-phase ion, C2H8N4 (charge +2), with ωB97M-V with the def2-TZVPD basis set.

The orbital gap is 10.71 eV. Its SMILES is C1N[N@H+]1[N@H+]1CN1. As for the net charge: +2. The value obtained for the lowest unoccupied orbital energy is -10.13 eV.

Positions of all 14 atoms, in Å:
C -0.385 -1.806 -0.522
N -0.373 -0.900 -1.657
N 0.368 -0.594 -0.523
N -0.254 0.776 0.186
C 0.060 1.213 1.549
N 0.191 1.990 0.347
H -1.309 -1.805 0.016
H 0.365 -2.743 -0.541
H 0.088 -1.101 -2.558
H 1.370 -0.635 -0.357
H -1.240 0.540 -0.176
H 0.928 1.036 2.110
H -0.679 1.502 2.265
H 0.871 2.527 -0.138

These are the Löwdin partial charges, in e, on atoms 1 to 5: 0.0228, 0.1516, 0.0217, 0.0494, 0.0837

***

Most stable structure - #A; separation to the second - 76.8 kcal/mol.